Density functional theory data (the ωB97M-V functional and the def2-TZVPD basis) for a 2-piece molecular cluster, C4H13N3 overall in a non-equilibrium geometry.

F_max   4.27 eV/Å
Electronic energy   -8823.1130 eV

The geometry in XYZ format:
```
20
Properties=species:S:1:pos:R:3:forces:R:3
C -0.219955 -1.840764 -1.285893 0.154 -0.170 -3.640
C 1.945630 -0.419524 -1.433650 -0.593 -2.061 1.375
C 0.334433 1.763186 1.439654 -0.964 0.564 -0.307
C -1.938896 0.920715 0.862224 1.480 2.747 2.913
N 0.044772 -0.506994 1.143368 2.126 1.075 0.109
N 0.508769 -0.643770 -1.304529 -0.284 2.810 0.773
N -0.546397 0.671784 1.236223 -1.528 -1.081 -0.161
H -1.315306 -1.645821 -1.097211 1.244 -0.406 0.219
H -0.199661 -2.204720 -2.424333 -0.181 0.309 1.871
H 0.262337 -2.627770 -0.750690 -0.079 -0.940 0.852
H 2.541936 -1.145257 -0.752883 -0.654 1.392 -0.506
H 2.136568 -0.903008 -2.407118 0.600 1.071 -0.323
H 2.206898 0.696763 -1.238647 -0.366 -2.214 -0.749
H 0.339696 2.455280 0.600335 1.070 -0.488 -0.805
H 0.016157 2.459320 2.166597 -1.171 0.518 1.518
H 1.178773 1.325553 1.886767 1.801 -0.102 -0.426
H -2.345010 0.026291 0.607446 -1.708 -2.892 0.390
H -2.391927 1.550059 1.761061 0.289 -1.511 -2.114
H -2.051924 1.398253 -0.077283 0.323 1.465 -0.862
H -0.506894 -1.329577 1.068560 -1.560 -0.087 -0.126
```
Positions in Å, forces in eV/Å.